This record from the OMol25 dataset describes the molecule C3H4Cl2S at a distorted geometry. The level of theory is ωB97M-V with the def2-TZVPD basis set.

As for the molar mass: 143.04 Da. Its total charge is 0. Its HOMO-LUMO gap is 9.9211 eV. The calculation puts the LUMO energy at 0.717 eV. The value obtained for the HOMO energy is -0.3382 hartree. The SMILES is SCC=C(Cl)Cl.

The geometry in XYZ format:
```
10
Properties=species:S:1:pos:R:3:mulliken_charge:R:1
C -0.08 -0.75 0.76 -0.4769
C 0.31 0.52 0.16 -0.5855
C -0.49 1.28 -0.54 0.5298
H 1.01 -1.67 -1.12 0.1347
H -1.09 -1.04 0.54 0.3243
H 0.05 -0.79 1.81 0.2985
H 1.35 0.76 0.20 0.3885
S 1.03 -2.03 0.18 -0.2484
Cl 0.07 2.80 -1.14 -0.1843
Cl -2.16 0.94 -0.85 -0.1807
```



This record from the OMol25 dataset describes the molecule C3H4Cl2Si at a distorted geometry. The level of theory is ωB97M-V with the def2-TZVPD basis set.

As for the molar mass: 139.06 Da. Its total charge is 0. Its HOMO-LUMO gap is 10.0276 eV. The calculation puts the LUMO energy at 0.062 eV. The value obtained for the HOMO energy is -0.3662 hartree. The SMILES is C#C[Si@@H](Cl)CCl.

The geometry in XYZ format:
```
10
Properties=species:S:1:pos:R:3:mulliken_charge:R:1
C -3.04 -0.74 0.37 0.4580
C -1.91 -0.45 0.08 -1.0142
C 1.74 0.91 -0.58 -0.6972
Si 0.01 -0.25 0.17 0.5818
Cl 3.10 0.38 0.42 -0.1566
Cl 0.49 -2.08 -0.36 -0.1672
H -4.04 -0.78 0.67 0.4017
H 1.56 1.91 -0.70 0.3921
H 2.08 0.68 -1.67 0.2661
H 0.01 0.41 1.60 -0.0646
```



This record from the OMol25 dataset describes a cluster of 2 separate species, C3H4Cl3O3P in total at a distorted geometry. The level of theory is ωB97M-V with the def2-TZVPD basis set.

As for the molar mass: 225.40 Da. Its total charge is -2. Its HOMO-LUMO gap is 6.7636 eV. The calculation puts the LUMO energy at 4.564 eV. The value obtained for the HOMO energy is -0.0808 hartree.

The geometry in XYZ format:
```
14
Properties=species:S:1:pos:R:3:mulliken_charge:R:1
C -0.54 1.45 0.42 -1.0723
C 0.84 1.08 -0.11 0.3935
C 1.24 -0.20 0.63 0.1820
O 1.11 -0.25 1.85 -0.5484
O 2.92 -1.12 -1.57 -0.6396
O 0.60 -2.22 -0.88 -0.6351
P 1.94 -1.63 -0.52 0.8366
Cl 0.92 0.87 -1.86 -0.1795
Cl 2.89 -3.27 0.43 -0.3813
Cl -10.79 -1.25 -0.14 -1.0000
H -0.51 1.90 1.48 0.2411
H -1.26 0.53 0.45 0.2861
H -1.09 2.26 -0.21 0.3117
H 1.74 1.86 0.02 0.2051
```



This record from the OMol25 dataset describes a structure of composition C3H4Cl4O at a distorted geometry. The level of theory is ωB97M-V with the def2-TZVPD basis set.

As for the molar mass: 197.88 Da. Its total charge is 0. Its HOMO-LUMO gap (alpha / beta) is 8.2095 / 8.2108 eV. The calculation puts the LUMO energy (alpha / beta) at -0.260 / -0.260 eV. The value obtained for the HOMO energy (alpha / beta) is -0.3113 / -0.3113 hartree.

The geometry in XYZ format:
```
12
Properties=species:S:1:pos:R:3:mulliken_charge:R:1
C 1.46 0.12 -0.83 -0.9213
C 0.47 -0.79 -0.10 0.2582
C -1.50 0.60 0.48 0.4524
O -1.45 0.42 1.75 -0.4523
Cl -0.07 -2.17 -0.96 -0.1467
Cl 0.76 -1.14 1.55 -0.1890
Cl -1.27 2.23 0.00 -0.1392
Cl -2.75 -0.19 -0.44 -0.1345
H 2.44 -0.30 -1.05 0.3216
H 0.94 0.21 -1.87 0.2837
H 1.51 1.15 -0.45 0.2511
H -0.53 -0.13 1.93 0.4159
```



This record from the OMol25 dataset describes a cluster of 2 separate species, C3H4ClF in total at a distorted geometry. The level of theory is ωB97M-V with the def2-TZVPD basis set.

As for the molar mass: 94.52 Da. Its total charge is 0. Its HOMO-LUMO gap is 9.6460 eV. The calculation puts the LUMO energy at -0.469 eV. The value obtained for the HOMO energy is -0.3717 hartree.

The geometry in XYZ format:
```
9
Properties=species:S:1:pos:R:3:mulliken_charge:R:1
C 0.72 -0.18 0.98 -0.3733
C 1.26 -0.88 -0.02 -0.4879
C -1.99 1.28 -1.44 0.0579
F -2.49 0.07 -1.60 -0.0675
Cl -1.87 1.63 0.16 0.0092
H 1.43 0.17 1.74 0.1952
H -0.33 0.02 1.06 0.2365
H 0.88 -1.14 -1.04 0.2594
H 2.38 -0.96 0.17 0.1705
```



This record from the OMol25 dataset describes a cluster of 2 separate species, C3H4ClF in total at a distorted geometry. The level of theory is ωB97M-V with the def2-TZVPD basis set.

As for the molar mass: 94.52 Da. Its total charge is 0. Its HOMO-LUMO gap is 10.6446 eV. The calculation puts the LUMO energy at 0.541 eV. The value obtained for the HOMO energy is -0.3713 hartree. The SMILES is C=C=CF.Cl.

The geometry in XYZ format:
```
9
Properties=species:S:1:pos:R:3:mulliken_charge:R:1
C -0.65 -1.51 0.70 -0.5547
C -0.60 -0.47 -0.09 0.1964
C -0.53 0.78 -0.51 -0.1957
F 0.55 1.27 -1.21 -0.2279
Cl 3.62 3.10 -0.72 -0.2637
H -0.36 -1.32 1.63 0.3054
H -0.97 -2.41 0.23 0.2408
H 2.43 2.57 -0.51 0.2517
H -1.31 1.60 -0.66 0.2476
```